(1)
Formula: C33H47Cl39N2O6P
Source: the Open Molecules 2025 dataset
Level of theory: wB97M-V/def2-TZVPD

Structure (ORCA input):
```
! RIJCOSX wB97M-V def2-TZVPD def2/J DEFGRID3
* xyz 1 1
Cl -4.84 -3.33 1.55
Cl 8.02 1.69 0.11
Cl -4.16 8.32 2.02
Cl -5.72 -2.35 4.13
Cl -0.29 10.60 -5.21
Cl -10.98 -4.78 6.00
Cl 1.56 -2.77 -7.90
Cl -2.73 7.22 -3.98
Cl -0.03 -2.61 -5.47
Cl -1.31 8.76 1.66
Cl -6.51 2.34 5.09
Cl 0.50 13.21 -6.22
Cl -2.43 1.61 9.02
Cl 0.98 4.45 -1.48
Cl -9.94 -2.15 7.16
Cl -7.30 -2.27 8.38
Cl 8.57 -2.72 5.03
Cl -7.15 -4.54 2.84
Cl -1.88 4.00 -1.13
Cl 0.62 -0.19 -6.96
Cl 8.87 1.21 -2.63
Cl -4.78 1.93 2.79
Cl -13.01 -5.64 7.88
Cl -7.80 -3.61 5.86
Cl -5.00 7.95 -8.23
Cl -4.28 5.15 -7.97
Cl 8.90 3.91 -1.55
Cl 0.31 0.72 9.39
Cl 0.13 7.64 -4.35
Cl -0.71 1.19 6.71
Cl -1.38 9.28 -2.45
Cl -2.44 7.21 -7.09
Cl 7.32 -4.75 3.36
Cl -13.63 -3.60 5.91
Cl 9.49 -3.13 2.30
Cl -1.98 11.98 -7.13
Cl -2.80 10.36 3.57
Cl -0.51 6.04 0.44
Cl -3.76 1.46 5.47
P 1.53 0.79 1.93
O -2.92 -2.21 -3.10
O -5.45 -3.62 -3.20
O 3.17 0.44 1.92
O -4.01 -3.27 -1.43
O 2.82 -5.04 -0.29
O 0.84 0.32 3.35
N 1.03 -0.74 -1.91
N 1.42 2.35 1.74
C 9.12 2.20 -1.18
C -5.18 1.38 4.43
C -8.50 -3.13 7.41
C -1.11 0.64 8.35
C 5.30 -5.20 -0.16
C -0.33 -1.04 -1.98
C -1.22 7.68 -3.19
C -0.86 12.17 -5.77
C 3.94 -5.12 0.63
C -5.29 -3.32 -2.06
C 2.75 -2.25 -3.05
C 1.52 -0.22 -0.74
C -6.59 -3.02 -1.22
C -5.58 -3.78 3.10
C 0.25 -1.92 -7.08
C 1.97 -0.89 -3.04
C -0.71 -0.29 0.38
C 7.37 -2.05 -1.43
C 6.22 -3.91 0.08
C 7.02 -3.58 -1.23
C -2.77 -1.14 -0.93
C -3.68 6.78 -8.27
C 0.71 0.04 0.45
C 4.05 -2.28 -2.16
C -12.70 -5.07 6.24
C 1.63 -4.76 0.46
C -0.36 4.46 -0.32
C 6.15 -1.07 -1.29
C -1.25 -0.85 -0.89
C -2.65 8.77 2.82
C 5.12 -1.16 -2.51
C -3.20 -2.24 -1.94
C 8.83 -3.91 3.74
H -6.43 -3.16 -0.12
H 1.61 -5.39 1.40
H -7.35 -3.78 -1.57
H 7.93 -1.96 -2.40
H 2.63 0.02 -3.05
H -6.99 -2.02 -1.49
H 1.54 0.02 3.96
H 9.55 -4.64 4.10
H 8.12 -1.78 -0.63
H 3.75 -6.05 1.26
H -13.02 -5.83 5.54
H 3.85 -2.28 -1.06
H -4.93 -4.49 3.59
H -5.51 0.35 4.37
H 1.53 -3.66 0.72
H 5.04 -5.32 -1.24
H -3.20 -1.36 0.09
H 10.14 2.05 -0.84
H 3.87 -4.22 1.32
H 4.56 -3.26 -2.38
H 5.83 -6.13 0.18
H 1.37 -0.85 -3.99
H -1.44 -0.39 8.29
H -0.67 -1.44 -2.96
H 3.32 -0.48 1.60
H 6.59 -0.03 -1.29
H 5.71 -1.40 -3.43
H 5.53 -3.10 0.43
H -1.01 6.97 -2.40
H -0.15 3.72 0.45
H 5.60 -1.17 -0.32
H -8.79 -4.03 7.95
H -0.65 -2.04 -7.66
H -1.40 12.65 -4.95
H -2.44 8.04 3.59
H 6.88 -4.18 0.95
H 3.08 -2.42 -4.12
H 2.36 2.74 1.69
H 6.53 -3.99 -2.17
H 0.75 -5.07 -0.16
H 2.60 0.05 -0.70
H -1.41 -0.10 1.23
H 8.00 -4.13 -1.16
H -3.23 6.80 -9.26
H 4.68 -0.13 -2.63
H 2.11 -3.14 -2.80
H -3.27 -0.18 -1.25
*
```

The LUMO energy comes out at -0.15822 Ha. The calculation puts the calculated total energy at -20135.060510 Eh. The HOMO energy is -0.4337 Eh. For the HOMO-LUMO gap, the calculation gives 7.49 eV.



(2)
Formula: C33H47N7O12
Source: the Open Molecules 2025 dataset
Level of theory: wB97M-V/def2-TZVPD

Structure (ORCA input):
```
! RIJCOSX wB97M-V def2-TZVPD def2/J DEFGRID3
* xyz 0 1
O 34.15 41.98 40.95
O 32.49 43.33 40.76
O 33.66 50.03 40.14
O 32.71 45.47 33.56
O 33.88 43.53 42.38
O 32.20 40.48 33.91
O 35.36 39.18 47.34
O 28.95 39.79 37.98
O 34.16 39.54 33.54
O 35.75 45.49 40.55
O 33.73 44.02 34.95
O 34.58 48.14 40.14
N 32.87 44.91 34.72
N 33.51 42.97 41.36
N 28.73 42.08 38.27
N 33.59 48.79 40.32
N 36.52 45.08 39.69
N 33.15 39.80 34.29
N 34.93 40.20 45.34
C 28.76 40.95 37.56
C 37.41 42.90 40.71
C 33.96 41.03 44.50
C 38.42 44.06 37.62
C 30.73 46.60 38.16
C 31.50 46.90 35.72
C 35.20 43.60 38.05
C 35.17 46.09 38.01
C 28.09 43.24 37.66
C 32.94 40.43 38.21
C 36.07 44.94 38.32
C 31.12 49.11 41.15
C 34.79 38.64 37.67
C 32.23 46.62 41.12
C 31.02 45.19 38.17
C 38.90 44.42 39.11
C 30.77 47.60 36.90
C 29.23 42.17 39.66
C 34.43 38.71 36.20
C 33.94 39.59 38.63
C 31.63 44.62 36.96
C 38.35 45.11 41.40
C 32.41 48.16 40.77
C 29.86 48.44 41.72
C 32.58 40.56 36.66
C 31.08 46.06 41.77
C 33.39 39.68 35.68
C 37.26 44.88 37.27
C 37.75 44.41 40.17
C 36.07 39.70 44.62
C 29.92 46.90 41.99
C 34.62 39.83 46.54
C 32.15 45.47 35.82
H 31.87 41.13 36.32
H 31.25 50.18 40.91
H 38.19 43.00 37.84
H 38.64 46.09 41.10
H 34.65 43.67 37.15
H 39.41 45.35 38.99
H 31.15 45.00 41.94
H 31.97 43.66 36.64
H 34.14 45.98 38.46
H 28.55 43.68 36.87
H 27.00 43.29 37.48
H 36.81 38.92 45.25
H 36.62 40.62 44.20
H 34.27 41.05 43.40
H 35.04 38.02 35.47
H 35.63 39.29 43.49
H 33.89 40.08 46.96
H 32.80 40.86 44.72
H 37.52 45.86 37.40
H 28.61 42.71 40.24
H 35.64 38.08 38.08
H 39.00 44.47 41.90
H 34.23 39.56 39.74
H 35.63 47.15 38.36
H 35.71 42.66 38.00
H 37.61 45.25 42.18
H 36.85 44.67 36.30
H 39.21 44.32 36.92
H 36.79 42.87 41.47
H 28.07 44.14 38.50
H 28.97 49.11 41.85
H 38.26 42.17 41.13
H 30.88 44.47 38.88
H 37.04 42.35 39.89
H 30.37 48.52 37.05
H 30.21 42.50 39.83
H 39.56 43.71 39.41
H 30.33 46.76 39.10
H 34.87 46.15 37.08
H 29.00 46.42 42.23
H 34.21 41.96 44.63
H 32.38 40.90 38.84
H 33.26 46.10 40.89
H 31.51 47.41 34.70
H 29.26 41.07 39.98
H 28.55 41.07 36.55
H 34.66 43.47 38.86
*
```

The LUMO energy comes out at -0.13434 Ha. The calculation puts the relative energy (zero: lowest compared OMol25 entry of this formula, charge and spin) at 21.8 kcal per mole. The calculation puts the calculated total energy at -2570.645674 Eh. The HOMO energy is -0.3238 Eh. For the HOMO-LUMO gap, the calculation gives 5.15 eV.